1.
The following is a DFT calculation (wB97M-V/def2-TZVPD) of a molecular structure, C30H46AlBF2N7O2P2.

Structure (XYZ):
```
91
Properties=species:S:1:pos:R:3:forces:R:3:lowdin_charge:R:1
Al 0.6898 -0.6556 -1.7655 -0.29 0.34 0.22 0.086
C 0.5241 -2.4619 4.6137 0.01 -0.03 -0.01 -0.306
P 0.4507 -1.7068 2.9430 -0.12 0.01 -0.07 0.836
C -0.7973 -0.3902 3.2477 0.00 -0.08 -0.03 -0.299
C 1.9767 -0.6791 3.0413 0.03 0.00 -0.05 -0.434
C 2.1765 0.3323 1.9124 -0.10 0.06 0.05 -0.389
P 2.3611 -0.2942 0.1894 0.14 -0.03 -0.14 0.892
C 3.3573 1.0741 -0.4926 0.02 0.01 0.01 -0.226
C 3.5566 -1.6565 0.3600 0.00 0.00 0.02 -0.236
H 0.6466 -1.7096 5.3957 0.00 0.01 -0.01 0.044
H 1.3586 -3.1620 4.6631 0.00 -0.01 0.01 0.037
H -0.3906 -3.0233 4.8077 0.00 0.01 -0.01 0.034
H -0.5256 0.2305 4.1046 0.02 -0.02 -0.02 0.034
H -1.7701 -0.8440 3.4523 0.01 0.01 -0.03 0.040
H -0.9027 0.2603 2.3763 -0.01 -0.02 0.02 0.029
H 2.8303 -1.3598 3.0901 0.00 -0.01 -0.01 0.072
H 1.9545 -0.1349 3.9912 0.03 0.01 0.00 0.078
H 3.1049 0.8791 2.1034 -0.02 0.04 0.01 0.085
H 1.3743 1.0773 1.9036 -0.03 0.00 0.01 0.066
H 4.2862 1.1851 0.0694 -0.01 0.00 0.00 0.063
H 2.7823 1.9986 -0.4238 -0.01 0.02 0.02 0.042
H 3.6014 0.9063 -1.5399 0.01 0.00 0.05 0.035
H 4.4145 -1.3513 0.9617 0.00 0.00 0.00 0.060
H 3.9058 -1.9471 -0.6299 0.00 0.00 -0.01 0.041
H 3.0761 -2.5177 0.8253 -0.01 0.00 0.00 0.040
C -4.3205 -3.7578 -0.9414 0.00 0.00 0.01 -0.066
C -3.4479 -4.9387 -0.5265 0.00 0.01 0.00 -0.402
C -2.7508 -5.5622 -1.7311 0.00 0.00 0.00 -0.066
C -2.4506 -4.5599 0.5708 0.00 -0.01 0.01 -0.090
N -1.5128 -3.5241 0.1330 0.04 -0.01 0.06 -0.066
C -1.6535 -2.1981 0.1147 -0.09 0.17 0.06 -0.093
N -0.5738 -1.6917 -0.4180 0.40 -0.22 -0.15 0.047
N 0.2211 -2.7371 -0.7243 -0.01 -0.22 0.15 0.008
N -0.3300 -3.8398 -0.4021 -0.04 -0.02 0.00 0.140
H -5.1142 -4.0931 -1.6082 0.00 0.00 -0.01 0.088
H -3.7423 -3.0054 -1.4864 0.00 0.01 0.00 0.065
H -4.7945 -3.2765 -0.0831 0.00 0.00 0.00 0.085
H -4.0894 -5.6947 -0.0645 0.00 -0.01 0.00 0.143
H -2.0875 -4.8410 -2.2167 0.00 0.00 -0.01 0.059
H -3.4875 -5.8820 -2.4679 0.00 0.00 0.00 0.086
H -2.1534 -6.4300 -1.4496 0.01 0.00 0.00 0.087
H -1.8377 -5.4102 0.8629 -0.01 0.00 0.01 0.134
H -2.9597 -4.1763 1.4546 0.00 0.01 -0.01 0.135
H -2.5028 -1.6524 0.4880 -0.01 0.01 -0.01 0.161
F 2.0207 -0.7401 -4.4610 0.06 0.01 0.01 0.156
B 2.3264 -0.8490 -3.1588 -0.08 -0.07 -0.08 -0.609
F 3.6331 -1.0189 -2.9436 0.01 -0.06 0.04 0.152
C 0.3342 -3.3174 -4.1728 -0.01 0.00 0.00 0.012
C -0.7252 -2.2965 -3.9540 0.01 -0.01 0.00 -0.339
N -0.7091 -1.2930 -3.0921 -0.05 0.05 -0.01 0.063
C -1.8984 -0.5947 -3.2457 -0.01 -0.02 -0.01 -0.060
C -2.6317 -1.1921 -4.2129 0.01 0.00 0.00 -0.045
N -1.8787 -2.2639 -4.6450 0.00 0.00 -0.01 0.127
H 0.9315 -3.4429 -3.2719 0.00 -0.01 0.00 0.071
H 0.9958 -3.0138 -4.9843 -0.01 0.00 0.00 0.096
H -0.1087 -4.2805 -4.4254 0.00 0.00 0.00 0.092
H -2.1128 0.2800 -2.6534 -0.01 0.01 0.01 0.112
H -3.5920 -0.9550 -4.6331 0.00 0.00 0.00 0.123
H -2.1262 -2.9051 -5.3800 0.00 0.00 0.00 0.170
C 0.9630 3.1084 4.4130 -0.02 -0.03 -0.03 -0.045
C -0.0710 3.2628 3.3281 0.01 0.04 0.00 -0.247
C -1.3861 2.8958 3.5774 -0.03 0.08 0.00 -0.077
C -2.3825 3.1248 2.6394 0.01 -0.02 0.04 -0.071
C -2.0608 3.7233 1.4377 0.01 -0.06 -0.07 -0.029
C -0.7478 4.0907 1.1638 0.00 -0.03 -0.01 -0.201
N -0.5080 4.8399 -0.0328 -0.12 -0.02 -0.04 0.090
C 0.3666 4.5317 -1.0608 0.05 0.00 -0.02 -0.210
C 1.1459 5.5811 -1.5751 0.03 -0.03 0.00 -0.030
C 2.0579 5.3821 -2.5874 0.01 0.01 -0.02 -0.069
C 2.2436 4.1114 -3.1246 0.01 0.01 0.00 -0.075
C 1.4699 3.0765 -2.6469 -0.01 0.00 -0.03 -0.038
C 0.5136 3.2567 -1.6405 -0.06 0.07 -0.02 -0.065
C -0.4434 2.1383 -1.3993 -0.15 -0.16 0.23 -0.478
O -1.5922 2.2997 -1.0532 -0.05 0.06 -0.01 0.104
O 0.0193 0.9289 -1.6584 0.35 0.22 -0.10 -0.058
C 0.2652 3.8649 2.1024 0.00 0.03 0.06 -0.159
C 1.6754 4.3512 1.8963 0.00 -0.03 -0.02 -0.014
H 0.5378 2.6073 5.2822 0.00 0.00 0.00 0.078
H 1.3351 4.0815 4.7416 0.00 0.00 0.00 0.089
H 1.8341 2.5387 4.0832 0.03 -0.04 -0.04 0.064
H -1.6383 2.4560 4.5359 0.00 0.00 -0.01 0.109
H -3.4071 2.8492 2.8531 0.00 0.00 0.00 0.105
H -2.8102 3.9075 0.6818 0.00 0.01 -0.01 0.115
H -0.6423 5.8310 0.0902 0.05 0.01 0.02 0.142
H 1.0345 6.5665 -1.1367 0.00 0.00 0.00 0.117
H 2.6393 6.2191 -2.9518 0.00 0.00 0.00 0.110
H 2.9603 3.9428 -3.9162 0.00 0.00 0.00 0.106
H 1.5595 2.0948 -3.0934 0.00 -0.01 0.01 0.105
H 1.8534 4.7142 0.8888 -0.01 0.00 -0.01 0.064
H 2.4012 3.5614 2.1028 0.01 -0.02 -0.01 0.071
H 1.9009 5.1664 2.5891 0.00 -0.01 0.01 0.095
```
Forces are in eV/Å.

The value obtained for the HOMO energy is -9.88 eV. Its charge is +1. For the LUMO energy, the calculation gives -2.034 eV. As for the energy above the lowest of the compared OMol25 structures with the same formula, charge and spin: 105.19 kJ/mol. The value obtained for the energy is -2854.3370 hartree.



2.
The following is a DFT calculation (wB97M-V/def2-TZVPD) of a molecular structure, C30H46BrN3O5SSiW.

Structure (XYZ):
```
88
Properties=species:S:1:pos:R:3:forces:R:3:lowdin_spin:R:1
W -1.1222 1.2067 0.0099 -1.69 -3.37 -0.91 1.740
N -2.9656 2.1558 -2.9780 0.33 -0.30 -0.43 0.007
C -3.0370 3.1471 -2.0263 -0.21 0.32 -0.78 0.012
C -3.5801 4.4110 -2.4940 -0.22 -0.44 2.03 -0.002
C -3.8399 5.4100 -1.5499 0.55 -1.40 -1.17 0.009
C -3.5069 5.1485 -0.2166 0.19 -0.71 -0.12 0.001
C -3.0004 3.9159 0.1108 0.11 -0.55 0.83 0.007
N -2.6653 2.8921 -0.7556 -0.34 0.89 -0.24 0.017
C -2.6894 0.7679 -2.9176 0.84 0.89 0.22 0.010
C -3.1304 0.0436 -4.0306 0.15 -0.71 0.48 -0.001
C -2.8842 -1.3211 -4.1048 0.35 0.14 0.32 0.011
C -2.1246 -1.9261 -3.0808 -0.38 0.75 -0.03 0.000
C -1.6714 -1.1219 -2.0470 -0.45 0.31 -0.34 0.007
N -1.9148 0.2341 -1.9263 -0.57 -0.14 -0.60 0.003
H -3.2134 2.4819 -3.9190 0.11 -0.38 0.73 0.000
H -3.9714 4.4942 -3.4993 0.29 -0.03 -0.06 0.000
H -4.3478 6.3046 -1.8637 0.06 0.30 0.04 0.000
H -3.6704 5.8574 0.5713 -0.24 0.16 0.17 0.000
H -2.9042 3.6363 1.1643 0.19 0.38 -0.49 0.000
H -3.6792 0.5713 -4.7966 -0.11 -0.11 -0.04 0.000
H -3.2559 -1.9119 -4.9431 0.10 0.22 0.23 0.001
H -1.9210 -2.9994 -3.0816 0.05 0.48 0.05 0.000
H -1.0881 -1.5504 -1.2636 0.27 -0.20 0.36 0.000
Br -5.7696 -2.4265 3.6954 0.49 -0.04 -0.16 0.010
C -4.4455 -1.5156 2.7051 0.67 1.13 -0.92 0.031
C -4.7201 -0.1846 2.3186 -0.03 -0.48 0.37 -0.007
C -3.8262 0.5590 1.5525 -0.13 -0.39 -0.12 0.024
C -2.6327 -0.0089 1.1250 1.58 0.63 -0.49 -0.044
C -2.3268 -1.3297 1.5165 0.25 0.05 -0.54 0.018
C -3.2196 -2.0718 2.2761 -0.62 -0.93 0.77 -0.008
H -5.6431 0.2832 2.6388 -0.02 -0.11 -0.03 -0.001
H -4.1083 1.5558 1.2332 -0.03 0.01 0.17 0.002
H -1.4083 -1.8415 1.1760 -0.53 0.47 0.28 0.000
H -2.9506 -3.1180 2.5489 -0.34 0.94 -0.23 -0.001
C 3.7962 1.2387 -0.1909 -0.75 0.93 0.29 0.000
C 3.2284 0.5003 -1.4178 -0.11 -0.02 -0.13 0.000
C 2.1575 1.2996 -2.1657 -0.06 0.15 -0.12 0.001
C 4.3139 0.1730 -2.4378 0.07 0.15 -0.32 0.000
O 2.6530 -0.7486 -1.0707 -0.96 -0.15 1.21 0.003
Si 1.5805 -1.2116 0.0935 0.83 -0.47 -0.53 0.008
O 0.1998 -0.2043 0.0897 -0.63 1.43 0.36 0.069
O 2.2981 -1.1711 1.5355 -0.23 0.31 -0.20 -0.001
C 2.1828 -1.6540 2.9014 0.47 0.45 0.21 0.000
C 1.0688 -0.8459 3.5384 -0.27 0.71 1.17 0.000
C 1.8822 -3.1449 2.9019 -0.45 0.67 0.49 0.000
C 3.5531 -1.3012 3.5241 -0.32 -0.87 0.03 0.000
O 1.1446 -2.7165 -0.3233 -0.46 0.42 -0.01 0.000
C 1.7404 -3.7357 -1.1925 -0.34 -0.60 0.85 0.000
C 2.9906 -4.2982 -0.5069 0.59 0.94 0.11 0.000
C 0.7140 -4.8416 -1.2796 -1.20 -0.06 -0.87 0.000
C 1.9793 -3.1756 -2.5642 0.09 1.96 -0.66 0.000
H 4.4855 2.0087 -0.5787 -0.23 -0.20 0.44 0.000
H 4.3148 0.5928 0.5225 0.11 -0.15 -0.46 0.000
H 3.0007 1.7551 0.4487 0.72 -0.58 -0.99 0.000
H 2.5347 2.2155 -2.5871 0.44 0.31 -0.32 0.000
H 1.3536 1.6240 -1.5367 -0.66 0.21 1.02 0.002
H 1.6477 0.7377 -2.9499 0.45 -0.26 -0.10 0.000
H 4.7399 1.1268 -2.7917 -0.04 -0.47 -0.08 0.000
H 3.8216 -0.3605 -3.2840 0.59 0.35 0.51 0.000
H 5.1274 -0.4398 -2.0194 -0.39 0.15 -0.09 0.000
H 0.1014 -1.0646 3.1159 -0.39 -0.24 -0.40 0.000
H 1.2457 0.2348 3.3869 0.14 -0.33 -0.03 0.000
H 0.9337 -0.9786 4.6393 0.46 -0.18 -0.75 0.000
H 0.9121 -3.2939 2.4257 0.06 -0.26 -0.05 0.000
H 1.8406 -3.5321 3.9238 -0.04 0.13 -0.08 0.000
H 2.6506 -3.6707 2.3786 0.42 -0.39 -0.43 0.000
H 3.6800 -0.2247 3.4884 0.09 0.17 0.22 0.000
H 4.3312 -1.7491 2.8998 -0.03 0.03 0.10 0.000
H 3.6804 -1.7000 4.5552 -0.26 0.41 -0.64 0.000
H 2.7431 -4.8029 0.4388 -0.03 0.19 -0.39 0.000
H 3.6906 -3.4559 -0.2847 -0.36 -0.64 -0.15 0.000
H 3.5134 -5.0103 -1.1549 -0.16 0.14 0.06 0.000
H 0.4522 -5.3047 -0.3336 0.36 -0.05 0.23 0.000
H 1.0533 -5.6044 -2.0002 -0.11 0.17 0.42 0.000
H -0.2497 -4.4395 -1.6676 0.56 -0.14 0.05 0.000
H 2.7731 -2.3970 -2.5620 -0.25 -0.93 -0.06 0.000
H 1.1003 -2.6068 -2.9557 0.22 -0.54 0.51 0.000
H 2.1668 -3.9392 -3.2990 0.36 -0.40 -0.12 0.000
C 0.1792 3.2158 3.6264 0.29 -0.38 -0.51 0.000
S 0.4566 3.0183 1.8382 -0.70 0.46 0.89 0.015
C 0.5240 4.7129 1.2088 -0.03 0.20 -0.68 0.004
O -1.0325 2.5757 1.4903 0.98 -0.68 -0.31 0.054
H -0.6354 3.9107 3.7539 -0.20 0.29 0.01 0.000
H 1.0962 3.5540 4.0779 0.35 0.27 0.19 0.000
H -0.0874 2.2381 4.0443 0.10 0.10 -0.37 0.000
H 0.3458 5.4288 2.0066 -0.01 0.01 0.03 0.000
H -0.2496 4.8370 0.4075 0.53 -0.35 0.77 0.000
H 1.5096 4.8767 0.7446 -0.29 -0.12 0.34 0.001
```
Forces are in eV/Å.

The value obtained for the HOMO energy (alpha / beta) is -13.12 / -13.35 eV. The multiplicity is 3. Its charge is +2. For the LUMO energy (alpha / beta), the calculation gives -6.578 / -6.374 eV. The value obtained for the energy is -5039.6520 hartree.



Question: Which of these has the lowest charge?
Answer: C30H46AlBF2N7O2P2



Question: Look up the charge of the first one.
Answer: +1



Question: Which value of charge does entry 2 give?
Answer: +2